# 1
Below is an isolated molecule of C5H9F2NO2S at a distorted geometry, with properties calculated with ωB97M-V with the def2-TZVPD basis set.

```
20
Properties=species:S:1:pos:R:3:forces:R:3
C -1.014 1.177 0.900 0.3 2.2 -0.4
C -0.725 0.199 -0.207 1.1 -1.1 -2.8
N -1.774 0.155 -1.209 -1.6 -0.5 -1.1
C 0.556 0.654 -1.063 1.8 -0.3 -0.1
S 1.955 0.140 -0.037 2.4 -0.8 1.8
O 2.329 1.188 0.956 -0.7 -1.5 -2.2
O 3.010 -0.593 -0.766 -1.6 1.6 0.6
C 1.049 -1.120 0.932 0.5 -0.2 -0.9
C -0.286 -1.227 0.287 -1.2 -1.1 -0.3
F -0.273 -2.225 -0.723 0.4 1.8 0.4
F -1.222 -1.754 1.130 0.0 0.5 0.4
H -1.505 1.964 0.236 -0.5 -0.7 1.6
H -0.109 1.824 1.177 -0.9 -1.6 0.2
H -1.569 0.751 1.791 0.5 0.8 -1.3
H -1.755 -0.589 -1.937 0.5 0.7 1.2
H -2.766 0.394 -1.043 1.3 -0.2 0.7
H 0.777 0.102 -2.016 -0.9 0.1 0.9
H 0.811 1.707 -1.317 -1.0 -0.4 0.6
H 0.960 -0.660 1.877 -0.3 0.4 1.2
H 1.550 -2.088 1.031 0.1 0.4 -0.3
```
Positions in Å, forces in eV/Å.

**Relative energy (zero: lowest compared OMol25 entry of this formula, charge and spin)**: 1.864 eV
**HOMO level**: -9.8 eV
**Kohn-Sham gap**: 10.51 eV
**Strongest force on any atom**: 3.18 eV Å⁻¹
**DFT total energy**: -27184.9500 eV
**2S+1**: 1

=====

# 2
Below is a cluster of 5 separate species, H9O4S in total at a distorted geometry, with properties calculated with ωB97M-V with the def2-TZVPD basis set.

```
14
Properties=species:S:1:pos:R:3:forces:R:3
S 1.224 0.468 -0.667 0.3 -0.3 0.0
H 1.564 1.572 -1.330 0.2 0.2 -0.2
H 0.379 -1.685 -1.345 -0.1 0.2 -0.1
H -1.121 -2.013 -1.638 0.0 0.3 0.1
O -0.237 -2.384 -1.567 0.1 -0.6 0.0
H -0.615 1.650 -0.468 -1.0 -0.1 -0.2
H -0.698 2.898 0.183 -0.7 0.6 0.2
O -1.318 2.302 -0.263 1.4 -0.3 0.1
H -1.931 -0.246 0.191 -0.2 0.3 0.1
H -1.585 -1.680 0.508 0.0 -0.2 0.1
O -2.339 -1.104 0.348 0.2 0.0 -0.2
H 1.964 -0.684 2.578 0.2 0.1 0.9
H 1.280 0.292 1.804 -0.4 0.8 0.4
O 1.601 0.206 2.716 0.1 -0.9 -1.2
```
Positions in Å, forces in eV/Å.

**Relative energy (zero: lowest compared OMol25 entry of this formula, charge and spin)**: 0.716 eV
**HOMO level (alpha / beta)**: -11.6 / -11.4 eV
**Kohn-Sham gap (alpha / beta)**: 11.55 / 7.10 eV
**Strongest force on any atom**: 1.47 eV Å⁻¹
**DFT total energy**: -19169.2583 eV
**2S+1**: 2

=====

# 3
Below is an isolated molecule of C17H19N3O2 at a distorted geometry, with properties calculated with ωB97M-V with the def2-TZVPD basis set.

```
41
Properties=species:S:1:pos:R:3:forces:R:3
C -0.664 3.741 -1.720 -0.5 -1.2 1.7
C 0.450 2.721 -1.944 -2.3 1.0 -0.2
N 1.200 3.020 -3.006 1.8 -2.1 1.2
C 2.313 2.222 -3.125 0.6 0.2 -0.1
C 2.647 1.186 -2.286 -0.1 -0.3 0.1
C 1.704 0.796 -1.385 -0.5 0.6 0.7
C 1.780 -0.244 -0.426 1.3 0.5 -1.7
C 2.844 -1.098 -0.300 0.6 -1.7 0.3
C 2.693 -2.046 0.675 1.2 1.4 -1.4
C 1.566 -2.208 1.513 2.9 2.1 -2.4
C 0.608 -1.203 1.383 0.2 -0.5 -0.1
C 0.683 -0.187 0.383 0.3 -1.1 -0.1
N -0.095 0.866 -0.109 -2.1 1.0 1.3
C -1.314 1.317 0.574 -0.6 -2.0 -1.0
C -2.697 0.938 -0.019 1.1 -2.2 0.6
C -2.961 -0.608 -0.030 -0.9 1.6 0.1
C -3.374 -1.001 1.377 -0.8 -1.9 -2.1
N -3.548 -2.457 1.307 1.2 -1.2 2.5
C 0.567 1.548 -1.139 0.8 -0.4 -0.7
O 1.969 -3.154 2.409 -1.0 0.5 1.1
C 3.389 -3.299 2.274 0.3 -2.2 0.1
O 3.849 -2.690 1.071 -1.9 -1.0 1.3
H -1.569 3.112 -1.398 0.9 1.5 -0.3
H -0.901 4.324 -2.605 0.2 -0.2 -0.1
H -0.331 4.448 -0.898 -0.7 -0.8 -0.8
H 3.056 2.426 -3.868 -0.1 0.7 -0.7
H 3.537 0.582 -2.130 0.5 0.6 -1.3
H 3.791 -1.118 -0.886 -1.0 0.4 0.5
H -0.106 -1.232 2.112 -2.3 0.2 1.7
H -1.343 0.802 1.524 0.4 0.3 0.5
H -1.300 2.352 0.700 0.3 1.7 0.5
H -3.403 1.300 0.714 -0.4 0.6 -0.1
H -2.947 1.257 -0.990 0.1 1.2 -1.1
H -2.138 -1.275 -0.391 -0.6 0.8 0.1
H -3.914 -0.733 -0.608 1.1 -0.3 -0.1
H -2.614 -0.684 2.042 0.6 -0.1 1.2
H -4.352 -0.574 1.631 0.4 0.3 0.1
H -2.779 -2.990 1.811 -1.5 0.8 -1.3
H -3.742 -2.815 0.379 0.4 0.1 0.3
H 3.483 -4.393 2.258 0.5 0.2 -0.3
H 3.962 -2.951 3.127 -0.2 0.7 0.3
```
Positions in Å, forces in eV/Å.

**Relative energy (zero: lowest compared OMol25 entry of this formula, charge and spin)**: 5.031 eV
**HOMO level**: -7.7 eV
**Kohn-Sham gap**: 8.19 eV
**Strongest force on any atom**: 4.29 eV Å⁻¹
**DFT total energy**: -26499.6557 eV
**2S+1**: 1

=====

Which value of relative energy (zero: lowest compared OMol25 entry of this formula, charge and spin) does entry 1 give? 1.864 eV

=====

Which of these has the highest DFT total energy? H9O4S

=====

What is the strongest force on any atom in the second record? 1.47 eV Å⁻¹

=====

Which of these has the highest 2S+1? H9O4S